Entry 1:
This record from OMol25 describes a cluster of 2 separate species, C7H6N6 in total in a non-equilibrium geometry. The level of theory is wB97M-V/def2-TZVPD.

CARTESIAN COORDINATES (ANGSTROEM)
N: -2.44350 0.36690 1.42265
N: -1.73960 -1.82653 -1.38758
N: -0.14448 1.86600 -1.88115
N: 1.13430 2.18010 0.80613
N: 0.72467 -0.76935 2.32531
N: 2.51917 -2.09629 -0.44827
C: 1.52496 -1.43910 -0.38562
C: 0.09031 -0.15040 1.11639
C: 0.31981 -0.95219 -0.09940
C: -1.37161 1.50808 -1.87809
C: 0.64495 1.16500 0.87873
C: -0.78274 -1.49694 -0.86691
C: -1.36619 0.07213 1.36148
H: -1.63135 0.56587 -2.38888
H: -2.20099 2.18233 -1.60522
H: 3.43754 -1.85688 -1.02071
H: 0.74366 -1.79750 2.41468
H: 0.15052 2.70716 -1.54385
H: 0.39057 -0.22839 3.18030

The HOMO energy is -9.6 eV. Its SMILES is N#CC(=C=N)C(N)(C#N)C#N.C=N. The max |F| is 4.757 eV Å⁻¹. The energy above the lowest of the compared OMol25 structures with the same formula, charge and spin is 28.5 kJ/mol. For the frontier orbital gap, the calculation gives 9.61 eV.

Here are the Löwdin charges for atoms 1 to 6, given in e: atom 1 (N): 0.217, atom 2 (N): 0.184, atom 3 (N): 0.041, atom 4 (N): 0.215, atom 5 (N): 0.090, atom 6 (N): 0.216


Entry 2:
This record from OMol25 describes a structure of composition C31H35BN15O4S3Zr in a non-equilibrium geometry. The level of theory is wB97M-V/def2-TZVPD.

CARTESIAN COORDINATES (ANGSTROEM)
Zr: 0.00810 -0.00952 -0.36890
S: -2.82921 1.79125 3.12937
S: -2.44328 -0.18127 -1.52540
S: 1.04770 1.98019 1.97458
O: 1.47230 0.79361 1.17785
O: -0.91319 -0.81229 1.30318
O: 0.10801 -1.40239 3.14251
O: 1.72720 3.18392 1.61244
N: -0.61788 -2.24375 -0.95626
N: -0.53899 1.98287 1.78191
N: -2.41999 2.34318 -0.57788
N: -1.14804 2.16238 -0.84444
N: 1.85449 -1.42003 -0.17273
N: -4.38529 1.19862 -0.31031
N: -3.33261 -1.47166 2.23499
N: 0.46020 -0.29387 -2.59913
N: 3.35846 -3.68967 -3.50026
N: 2.37932 -2.23208 -1.14811
N: 2.01784 -3.64015 -3.27075
N: 1.39224 1.80205 -1.20193
N: 0.14924 -3.10321 -1.66764
N: 1.13646 -1.32743 -3.14059
N: -2.15920 -1.68122 2.97093
C: 1.34056 -1.10728 -4.44440
C: 1.84466 1.46606 5.92072
C: 0.52312 1.50154 6.35912
C: 0.95559 3.06826 -1.32488
C: 2.15021 1.57529 4.56886
C: 3.50846 -4.44840 -4.56870
C: 2.26603 -4.88585 -5.07753
C: -5.75808 3.15518 -0.93344
C: -3.14476 1.13436 -0.73116
C: -0.99936 -1.27973 2.45743
C: -0.34549 -4.34606 -1.56983
C: 3.66744 -2.46938 0.63520
C: 0.23186 0.57674 -3.59140
C: 3.11997 3.82811 -1.98397
C: 1.78821 4.10299 -1.71723
C: -1.48552 -4.30621 -0.79602
C: -0.45036 3.28008 -1.01541
C: 2.64664 -1.57447 0.90083
C: -5.09068 2.38940 0.19585
C: 0.09544 -1.97657 4.46834
C: 1.34387 -4.33836 -4.23204
C: 3.57185 2.53093 -1.83675
C: -0.53375 1.63396 5.46350
C: 2.67578 1.54944 -1.43881
C: 3.45931 -2.86616 -0.67352
C: 0.77377 0.11162 -4.77853
C: -1.61483 -2.97017 -0.43800
C: -0.23953 1.72411 4.11489
C: 1.08363 1.69143 3.69996
C: -1.03316 4.63750 -0.94111
C: -1.18625 1.85434 2.96035
B: 1.45265 -2.61283 -2.33130
H: 2.08091 -5.51355 -5.93240
H: -3.98886 -2.20677 2.46568
H: 0.31788 1.44051 7.41996
H: 4.49970 -4.66028 -4.94012
H: -0.29584 -2.99247 4.43584
H: -4.95072 0.38927 -0.53293
H: -5.82265 2.02606 0.91514
H: 0.14453 -5.17533 -2.05142
H: -2.13137 -5.12784 -0.54052
H: -5.01651 3.51449 -1.64872
H: -6.28850 4.01543 -0.52609
H: 1.86773 -1.82878 -5.04832
H: 2.64532 1.37498 6.64324
H: -1.14692 5.04989 -1.94913
H: -2.22026 -1.82846 3.96824
H: 0.26619 -4.37853 -4.25327
H: 2.45077 -1.03456 1.80652
H: -1.56206 1.68514 5.79766
H: -0.47572 -1.34084 5.14548
H: -6.48121 2.53670 -1.46629
H: 0.74848 0.58083 -5.74693
H: 3.00080 0.52425 -1.31222
H: -2.00571 4.62124 -0.46365
H: 3.79080 4.61749 -2.29455
H: -0.32228 1.48299 -3.40932
H: 3.99748 -3.54602 -1.31169
H: 1.13250 -1.99100 4.78110
H: 3.17537 1.58432 4.22133
H: -2.37371 -2.49599 0.16182
H: -0.35951 5.29324 -0.38813
H: 4.45531 -2.78478 1.29698
H: -3.70811 -0.55798 2.48547
H: -4.37127 2.99319 0.74084
H: 1.40348 5.10796 -1.80891
H: 4.60281 2.26580 -2.02523

Its charge is +2. The HOMO energy (alpha / beta) is -13.3 / -13.3 eV. The expectation value of S² is 0.7791. The max |F| is 1.077 eV Å⁻¹. Its multiplicity is 2. The energy above the lowest of the compared OMol25 structures with the same formula, charge and spin is 0.0 kJ/mol. For the frontier orbital gap (alpha / beta), the calculation gives 7.34 / 5.53 eV.

Here are the Löwdin charges for atoms 1 to 6, given in e: atom 1 (Zr): 1.769, atom 2 (S): 0.735, atom 3 (S): 0.801, atom 4 (S): 0.691, atom 5 (O): -0.469, atom 6 (O): -0.168


Entry 3:
This record from OMol25 describes the molecule C24H29N3O4S. The level of theory is wB97M-V/def2-TZVPD.

CARTESIAN COORDINATES (ANGSTROEM)
S: 2.27340 1.17055 0.13346
O: -0.10058 1.18392 2.52324
O: 1.77762 -0.14553 0.46717
O: -0.74256 4.58452 -5.01417
O: 3.57419 1.22498 -0.48170
N: 0.68091 -3.60251 2.58329
N: 0.82151 -0.77101 3.13338
N: -1.83424 3.80120 -3.19582
C: 1.49742 2.55525 -2.11232
C: -0.24237 2.01476 -0.51751
C: 0.83791 -4.87621 2.08730
C: 0.38453 -5.22115 0.80851
C: 0.89594 0.53157 2.79791
C: 1.08310 1.98319 -0.92604
C: -0.41955 -1.47274 2.86105
C: 2.33671 2.17237 1.67529
C: 1.09652 -7.49808 1.11504
C: 0.58550 3.19041 -2.94304
C: 1.41581 -5.88503 2.86853
C: 2.25883 1.21700 2.84986
C: -1.14955 2.64201 -1.33942
C: 1.55139 -3.06556 3.60192
C: -0.14010 -2.62394 1.90316
C: -3.73964 3.82452 -5.81049
C: -0.74254 3.22897 -2.54322
C: 1.98037 -1.63650 3.26431
C: -1.78019 4.44177 -4.40266
C: -3.03659 3.66054 -2.37341
C: -3.10082 4.93111 -4.96845
C: 0.51243 -6.51292 0.33761
C: 1.54655 -7.17047 2.38261
C: -2.62731 2.81030 -1.15883
H: 0.89401 3.64053 -3.87079
H: -3.05933 3.52762 -6.60473
H: -0.53280 1.56659 0.41998
H: 2.54113 2.49221 -2.37571
H: 0.15793 -6.74944 -0.65556
H: 2.62758 -1.27053 4.06702
H: 3.26691 2.73022 1.63911
H: 1.05900 -3.07663 4.58598
H: -3.78323 5.26423 -4.18798
H: -2.86008 3.30420 -0.21550
H: -3.38136 4.65063 -2.05744
H: 1.74792 -5.67048 3.87287
H: 1.99700 -7.92806 3.00815
H: -1.10994 -0.75626 2.41347
H: -3.12689 1.84019 -1.15742
H: -0.05307 -4.47220 0.16842
H: -4.66327 4.18149 -6.25974
H: -1.08335 -3.09303 1.60888
H: 1.19748 -8.50524 0.74054
H: -0.85304 -1.84567 3.79467
H: -3.96517 2.94626 -5.20931
H: 0.35379 -2.21334 1.00974
H: 2.33145 1.76697 3.79223
H: 3.07733 0.50563 2.78473
H: -2.87212 5.77757 -5.61782
H: 1.47887 2.83920 1.65591
H: -3.83398 3.18179 -2.94503
H: 2.45473 -3.67634 3.66948
H: 2.53791 -1.64543 2.31928

The HOMO energy is -7.6 eV. Its SMILES is CCC(=O)N1CCc2cc(S(=O)(=O)CCC(=O)N3CCN(c4ccccc4)CC3)ccc21. The max |F| is 0.702 eV Å⁻¹. The energy above the lowest of the compared OMol25 structures with the same formula, charge and spin is 187.6 kJ/mol. For the frontier orbital gap, the calculation gives 8.14 eV.

Here are the Löwdin charges for atoms 1 to 6, given in e: atom 1 (S): 0.731, atom 2 (O): 0.025, atom 3 (O): -0.298, atom 4 (O): 0.077, atom 5 (O): -0.313, atom 6 (N): -0.095


Entry 4:
This record from OMol25 describes a structure of composition C28H17DyF15NO4PS2 in a non-equilibrium geometry. The level of theory is wB97M-V/def2-TZVPD.

CARTESIAN COORDINATES (ANGSTROEM)
Dy: 0.53171 -1.39117 -1.22681
S: -0.22827 -0.45754 -3.59197
S: 2.87549 -2.12913 -0.37044
P: 0.21585 0.10236 1.11809
F: 2.19665 3.93303 -4.04382
F: -2.68059 -0.35182 -5.23893
F: -5.88357 0.92933 3.71858
F: -3.02859 -1.91156 -6.67240
F: 2.35128 1.24720 7.35213
F: 3.84129 -3.84682 -2.42750
F: 1.78368 -4.08650 -1.76122
F: 3.69035 -0.38123 6.90643
F: 2.31504 -2.37525 -2.92229
F: 4.17960 1.61911 6.27934
F: 2.75998 5.21881 -2.41375
F: -5.59804 2.98091 3.12037
F: -6.26431 1.51680 1.68690
F: 4.09688 3.66192 -3.06913
F: -1.08995 -0.98880 -6.55442
O: -2.08773 -0.72026 -1.17492
O: 2.60157 -0.83209 -0.99573
O: 4.05841 -2.30908 0.36407
O: 1.60878 -2.56727 0.22921
N: -0.65827 -2.88563 -2.66906
C: 2.05665 1.68212 4.40422
C: -3.71097 0.06384 2.06837
C: -3.04827 2.37960 2.25547
C: 2.16942 -0.72289 4.61451
C: -1.72024 -2.44953 -4.78907
C: 2.16760 3.02223 -1.85238
C: -5.44010 1.71750 2.73145
C: -4.01613 1.39006 2.35296
C: 1.38239 1.55272 3.20764
C: 3.17188 0.74520 6.41537
C: -1.11326 -4.14697 -2.74412
C: -2.42328 -0.26174 1.69463
C: 0.96553 1.42246 0.06930
C: -1.76170 2.04755 1.86375
C: -2.11579 -1.42449 -5.82727
C: 2.44701 0.54496 5.10416
C: 2.87858 2.65022 -0.72016
C: 2.28743 1.83483 0.22871
C: 0.25138 1.80808 -1.07681
C: -1.44401 0.72550 1.58112
C: 2.80134 -3.21607 -1.95476
C: 2.80885 3.95153 -2.85838
C: -0.91207 -2.03703 -3.70984
C: -1.85243 -4.62362 -3.80605
C: 1.50709 -0.85011 3.40311
C: 0.85040 2.61521 -2.03051
C: -2.18580 -3.74819 -4.83883
C: 1.11608 0.28283 2.69692
H: 2.46962 -1.59873 5.17067
H: 2.86573 1.52347 1.08610
H: -3.29654 3.40490 2.48376
H: 2.28536 2.65954 4.79942
H: -2.16174 -1.29571 1.49244
H: 1.07478 2.43744 2.67224
H: 3.89290 2.98863 -0.58726
H: 1.29663 -1.83298 3.00582
H: 0.30266 2.93745 -2.90524
H: -4.47605 -0.69490 2.14122
H: -1.01906 2.82490 1.77778
H: -2.18253 -5.64814 -3.82187
H: -2.80318 -4.07764 -5.66139
H: -2.41425 -0.22596 -1.94823
H: -0.85948 -4.78923 -1.90692
H: -0.80390 1.54822 -1.17382
H: -2.87577 -1.09233 -0.75097

Its charge is +1. The HOMO energy (alpha / beta) is -11.6 / -11.6 eV. The expectation value of S² is 9.3355. The max |F| is 5.618 eV Å⁻¹. Its multiplicity is 6. For the frontier orbital gap (alpha / beta), the calculation gives 8.22 / 8.19 eV.

Here are the Löwdin charges for atoms 1 to 6, given in e: atom 1 (Dy): 1.413, atom 2 (S): 0.685, atom 3 (S): 0.538, atom 4 (P): 1.061, atom 5 (F): 0.158, atom 6 (F): 0.112


Entry 5:
This record from OMol25 describes a structure of composition C20H23B2F9MoN3O8. The level of theory is wB97M-V/def2-TZVPD.

CARTESIAN COORDINATES (ANGSTROEM)
Mo: 1.11717 3.54766 1.05248
F: -1.89939 0.31172 1.30606
F: 1.71090 5.27098 2.14345
F: 0.06803 -0.68832 0.60559
F: -1.29164 -1.76369 2.09459
F: -3.23492 -0.63295 -1.47517
F: 1.19748 7.30157 1.10976
F: -0.26582 6.38365 2.64177
F: -0.11465 0.12700 2.74335
F: 0.07932 5.30410 0.60679
O: 0.97140 3.45574 4.34777
O: 2.51744 3.91504 -0.26800
O: 2.94822 0.68688 3.27802
O: 2.12479 2.39179 2.10546
O: -2.12053 1.98304 3.37879
O: -0.61815 3.05398 2.16719
O: 0.23104 2.55352 -0.35614
O: 4.14119 3.23694 -1.64307
N: -3.46391 -4.98669 -0.87685
N: 2.10880 -0.17396 -2.67777
N: -1.77218 -2.96466 -1.91363
C: 2.18299 1.93817 -1.56714
C: -1.89484 -3.15793 -0.46006
C: 2.75498 0.92990 -2.31932
C: 3.05212 3.09557 -1.15532
C: 3.43590 -2.22496 -2.25162
C: 0.76020 -0.32445 -2.38185
C: -2.19663 -4.60293 -0.15346
C: 0.07594 0.74792 -1.80007
C: 2.01562 2.52138 4.50861
C: 0.09367 -1.55426 -2.51708
C: -1.30342 0.67551 -1.55870
C: 2.87945 -1.27291 -3.29704
C: -0.31849 2.95289 4.55830
C: -1.01912 2.65393 3.25998
C: 0.84070 1.81291 -1.23418
C: -3.01605 -3.28586 -2.59738
C: -1.93052 -0.50645 -1.76879
C: 2.38064 1.73146 3.25998
C: -3.34464 -4.74682 -2.35914
C: -1.22176 -1.66371 -2.14169
B: 0.65826 6.23112 1.68200
B: -0.78570 -0.52122 1.70807
H: 2.64657 -2.66105 -1.63972
H: -3.86190 -2.66562 -2.26766
H: -2.33527 1.55425 2.51431
H: -1.41764 -5.27006 -0.51840
H: -1.82724 1.50449 -1.10583
H: -2.54709 -5.39734 -2.71331
H: 0.61266 -2.45593 -2.80510
H: 2.23218 -1.77205 -4.01464
H: -2.89509 -3.13396 -3.66967
H: -4.23213 -4.42016 -0.50812
H: 4.12551 -1.70493 -1.58697
H: -4.28813 -5.03048 -2.82091
H: 2.90561 3.09026 4.78314
H: -2.66691 -2.51317 -0.01734
H: -0.96229 -2.87837 0.02806
H: -2.35399 -4.75683 0.91217
H: -0.32784 2.04281 5.16265
H: 3.68296 -0.80659 -3.86363
H: -3.69855 -5.96203 -0.69277
H: -0.91341 3.71057 5.07613
H: 3.97988 -3.03061 -2.74332
H: 1.80938 1.80194 5.30279
H: 3.79886 1.01226 -2.59635

Its charge is +1. The HOMO energy (alpha / beta) is -11.4 / -12.1 eV. The expectation value of S² is 2.0086. The max |F| is 0.316 eV Å⁻¹. Its multiplicity is 3. The energy above the lowest of the compared OMol25 structures with the same formula, charge and spin is 5.3 kJ/mol. For the frontier orbital gap (alpha / beta), the calculation gives 7.52 / 8.51 eV.

Here are the Löwdin charges for atoms 1 to 6, given in e: atom 1 (Mo): 2.002, atom 2 (F): 0.073, atom 3 (F): -0.014, atom 4 (F): 0.140, atom 5 (F): 0.125, atom 6 (F): 0.096


Entry 6:
This record from OMol25 describes the molecule C3H3ClFNO in a non-equilibrium geometry. The level of theory is wB97M-V/def2-TZVPD.

CARTESIAN COORDINATES (ANGSTROEM)
Cl: -3.13321 0.07494 -0.28915
F: -1.06850 1.74991 0.30765
O: 1.48739 1.14760 -0.46383
N: 1.81867 -0.13333 -0.13495
C: -0.58587 -0.63056 0.11991
C: 0.83045 -0.97588 0.05084
C: -1.36867 0.47063 0.29838
H: 1.10013 -2.00056 0.55754
H: 2.18622 1.83544 -0.31252
H: -1.26661 -1.53819 -0.13387

The HOMO energy is -9.4 eV. Its SMILES is O/N=C\C=C(/F)Cl. The max |F| is 3.437 eV Å⁻¹. The energy above the lowest of the compared OMol25 structures with the same formula, charge and spin is 347.5 kJ/mol. For the frontier orbital gap, the calculation gives 9.17 eV.

Here are the Löwdin charges for atoms 1 to 6, given in e: atom 1 (Cl): 0.519, atom 2 (F): 0.057, atom 3 (O): -0.064, atom 4 (N): -0.029, atom 5 (C): -0.151, atom 6 (C): -0.157


What is the max |F| in the fifth record? 0.316 eV Å⁻¹


max |F| of number 5 (C20H23B2F9MoN3O8)? 0.316 eV Å⁻¹


Among the records above, which one has the lowest max |F|? C20H23B2F9MoN3O8